Below is a 7-piece molecular cluster, C25H70N6O7 overall, with properties calculated with ωB97M-V with the def2-TZVPD basis set.

Results
SMILES   COC[C@H](C)N.COC[C@H](C)N.COC[C@H](C)N.COC[C@H](C)N.COC[C@H](C)N.COC[C@H](C)N.CO
Orbital gap   9.306 eV
Total energy   -1849.43014 a.u.
ΔE to the lowest compared entry with this formula, charge and spin   493.16 kJ/mol

The geometry in ORCA input format:
```
! RIJCOSX wB97M-V def2-TZVPD def2/J DEFGRID3
* xyz 0 1
C -0.235 -4.644 3.543
O -1.157 -5.490 4.136
C -1.122 -6.862 3.858
C -0.292 -7.411 2.679
C -0.885 -7.106 1.260
N -0.173 -8.863 2.731
H -0.246 -3.735 4.144
H -0.309 -4.504 2.464
H 0.780 -5.020 3.675
H -0.690 -7.313 4.752
H -2.068 -7.402 3.896
H 0.747 -7.089 2.750
H -1.001 -6.041 1.059
H -1.914 -7.464 1.256
H -0.265 -7.600 0.511
H -1.097 -9.270 2.763
H 0.080 -9.104 1.783
C 7.892 -2.279 -3.192
O 6.567 -1.897 -2.871
C 6.384 -0.557 -2.502
C 4.882 -0.223 -2.291
C 4.559 1.242 -1.927
N 4.274 -1.260 -1.403
H 7.843 -3.257 -3.671
H 8.581 -2.325 -2.348
H 8.387 -1.608 -3.894
H 6.912 -0.370 -1.568
H 6.734 0.090 -3.306
H 4.501 -0.422 -3.293
H 4.592 1.444 -0.857
H 3.528 1.342 -2.268
H 5.163 1.987 -2.445
H 4.657 -2.159 -1.658
H 4.691 -1.206 -0.485
C 5.814 0.424 4.010
O 6.547 -0.778 4.201
C 7.985 -0.499 4.358
C 8.753 -1.857 4.158
C 8.731 -2.271 2.734
N 8.202 -2.893 5.020
H 6.146 1.017 3.158
H 6.027 1.171 4.774
H 4.740 0.315 3.865
H 8.367 0.214 3.627
H 8.044 -0.103 5.372
H 9.798 -1.799 4.463
H 7.684 -2.326 2.436
H 8.979 -3.329 2.656
H 9.306 -1.527 2.182
H 8.234 -3.807 4.593
H 7.221 -2.655 4.996
C -6.845 -1.889 4.086
O -7.529 -1.139 3.038
C -8.752 -1.664 2.653
C -9.917 -1.774 3.741
C -11.273 -2.324 3.167
N -10.231 -0.553 4.463
H -7.124 -2.941 4.135
H -6.845 -1.450 5.084
H -5.824 -1.896 3.706
H -9.000 -1.071 1.774
H -8.627 -2.675 2.266
H -9.482 -2.520 4.406
H -12.149 -2.413 3.810
H -10.981 -3.311 2.810
H -11.631 -1.847 2.254
H -10.864 0.019 3.923
H -9.382 -0.006 4.502
C -2.532 4.083 -6.221
O -2.353 3.275 -7.422
C -2.687 3.923 -8.668
C -2.377 2.961 -9.836
C -2.364 3.631 -11.126
N -3.414 1.952 -9.761
H -3.555 4.447 -6.132
H -1.856 4.938 -6.253
H -2.295 3.584 -5.281
H -3.763 4.093 -8.715
H -2.218 4.894 -8.828
H -1.350 2.693 -9.589
H -1.437 4.183 -11.279
H -3.252 4.201 -11.400
H -2.507 2.874 -11.897
H -3.412 1.780 -8.766
H -2.968 1.104 -10.080
C -3.293 5.463 1.149
O -1.876 5.744 1.437
C -1.394 6.903 0.663
C 0.197 6.893 0.799
C 0.681 7.058 2.325
N 0.863 8.015 0.119
H -4.061 6.126 1.548
H -3.494 4.435 1.451
H -3.520 5.309 0.094
H -1.705 6.683 -0.358
H -1.804 7.806 1.115
H 0.519 5.907 0.462
H 0.030 6.581 3.058
H 0.656 8.107 2.619
H 1.742 6.812 2.357
H 1.778 8.162 0.519
H 0.257 8.791 0.345
C -1.174 0.702 -0.136
O -0.749 0.123 -1.311
H -1.103 1.777 -0.298
H -2.208 0.412 0.048
H -0.535 0.370 0.683
H 0.114 -0.261 -1.139
*
```

Below is an isolated molecule of C4H10N2O, with properties calculated with ωB97M-V with the def2-TZVPD basis set.

Results
SMILES   CCNC(=O)CN
Orbital gap   10.262 eV
Total energy   -343.14423 a.u.
ΔE to the lowest compared entry with this formula, charge and spin   150.25 kJ/mol

The geometry in ORCA input format:
```
! RIJCOSX wB97M-V def2-TZVPD def2/J DEFGRID3
* xyz 0 1
C 0.457 2.221 -0.997
C 0.064 0.792 -1.313
N 0.528 -0.144 -0.320
C 0.098 -1.431 -0.215
O -0.226 -1.984 -1.254
C -0.067 -1.883 1.243
N -0.909 -0.971 2.089
H -0.063 2.474 -0.045
H 1.505 2.317 -0.703
H 0.149 2.968 -1.718
H 0.423 0.541 -2.310
H -1.029 0.817 -1.397
H 0.995 0.294 0.460
H -0.725 -2.758 1.124
H 0.817 -2.352 1.679
H -0.299 -0.161 2.142
H -1.717 -0.739 1.534
*
```

Below is a 2-piece molecular cluster, C18H35N2O5S overall, with properties calculated with ωB97M-V with the def2-TZVPD basis set.

Results
Orbital gap   4.661 eV
Total energy   -1590.55639 a.u.

The geometry in ORCA input format:
```
! RIJCOSX wB97M-V def2-TZVPD def2/J DEFGRID3
* xyz -1 1
C 5.101 -1.370 -0.410
C 4.561 -1.093 1.086
C 3.314 -0.091 1.150
C 3.700 1.444 0.903
C 3.344 2.000 -0.554
C 1.796 1.929 -0.951
C 0.882 3.099 -0.349
C 0.410 2.897 1.168
C -1.001 2.099 1.300
C -0.684 0.566 0.962
C -1.613 -0.501 1.714
C -0.800 -1.819 2.109
C 0.090 -2.438 0.935
C -0.701 -3.362 -0.103
C -1.387 -2.526 -1.315
N -0.459 -2.393 -2.484
N 0.225 -1.170 -2.372
C 1.511 -1.399 -2.583
O 2.650 -1.353 -3.124
H 5.490 -2.456 -0.399
H 5.998 -0.728 -0.701
H 4.260 -1.340 -1.183
H 4.190 -2.107 1.490
H 5.410 -0.788 1.805
H 2.877 -0.145 2.217
H 2.519 -0.503 0.448
H 3.290 2.146 1.702
H 4.850 1.505 0.999
H 3.897 1.315 -1.301
H 3.777 3.053 -0.745
H 1.429 0.874 -0.742
H 1.755 2.052 -2.098
H 1.514 4.063 -0.417
H -0.025 3.254 -1.034
H 1.155 2.364 1.841
H 0.188 3.953 1.579
H -1.663 2.524 0.464
H -1.513 2.270 2.304
H -0.701 0.400 -0.163
H 0.395 0.371 1.323
H -2.577 -0.709 1.120
H -1.957 -0.003 2.698
H -1.565 -2.629 2.403
H -0.118 -1.634 3.020
H 0.691 -1.681 0.335
H 0.869 -3.120 1.449
H 0.083 -4.036 -0.619
H -1.424 -4.082 0.416
H -2.276 -3.150 -1.668
H -1.669 -1.482 -0.938
C -5.113 -0.085 -2.041
C -6.197 -0.309 -0.999
O -5.843 0.542 0.092
S -5.107 1.867 -0.487
O -6.078 2.917 -0.581
O -3.859 2.022 0.192
O -4.816 1.312 -1.982
H -4.203 -0.638 -1.790
H -5.440 -0.362 -3.043
H -6.254 -1.347 -0.674
H -7.176 0.010 -1.372
*
```

Below is a 2-piece molecular cluster, CH8NS2 overall, with properties calculated with ωB97M-V with the def2-TZVPD basis set.

Results
Orbital gap   9.206 eV
Total energy   -893.76906 a.u.
ΔE to the lowest compared entry with this formula, charge and spin   14.03 kJ/mol

The geometry in ORCA input format:
```
! RIJCOSX wB97M-V def2-TZVPD def2/J DEFGRID3
* xyz 1 1
N -0.993 -1.205 1.984
H -0.678 -0.497 1.299
H -1.408 -0.780 2.808
H -1.628 -1.788 1.438
H -0.188 -1.762 2.268
C 1.589 0.700 -1.678
S 0.273 -0.253 -0.856
S -0.965 1.303 -0.250
H 2.413 0.049 -1.966
H 1.941 1.484 -1.046
H 1.109 1.135 -2.545
H -1.467 1.616 -1.456
*
```

Below is a 2-piece molecular cluster, C4H7ClSi overall, with properties calculated with ωB97M-V with the def2-TZVPD basis set.

Results
Orbital gap (spin up / spin down)   7.922 / 7.521 eV
Total energy   -906.14438 a.u.
ΔE to the lowest compared entry with this formula, charge and spin   322.11 kJ/mol

The geometry in ORCA input format:
```
! RIJCOSX wB97M-V def2-TZVPD def2/J DEFGRID3
* xyz 0 1
C 2.132 0.120 -1.820
C -1.778 1.427 1.258
C 1.697 -1.105 -1.484
C -0.759 0.618 1.389
Si -0.733 -1.097 0.426
Cl -2.611 -1.703 -0.386
H 3.137 0.332 -2.324
H 1.530 1.029 -1.738
H -1.844 2.281 2.010
H -2.689 1.354 0.561
H 2.204 -2.027 -1.288
H 0.168 0.913 1.939
H -0.453 -2.140 1.456
*
```

Below is an isolated molecule of C4H5F6NOS, with properties calculated with ωB97M-V with the def2-TZVPD basis set.

Results
SMILES   CCN=S(=O)(C(F)(F)F)C(F)(F)F
Orbital gap (spin up / spin down)   8.669 / 8.670 eV
Total energy   -1282.62542 a.u.
ΔE to the lowest compared entry with this formula, charge and spin   377.13 kJ/mol

The geometry in ORCA input format:
```
! RIJCOSX wB97M-V def2-TZVPD def2/J DEFGRID3
* xyz 0 1
C 2.467 -0.493 0.473
C 2.041 0.118 -0.826
N 0.752 0.778 -0.826
S -0.585 0.143 0.242
O -0.378 0.295 1.617
C -1.757 1.487 -0.095
F -2.126 1.657 -1.408
F -2.868 1.220 0.580
F -1.247 2.620 0.407
C -1.918 -1.274 0.108
F -2.655 -0.985 -0.939
F -2.635 -1.126 1.208
F -1.457 -2.509 -0.009
H 2.660 0.210 1.363
H 1.594 -1.127 0.822
H 3.216 -1.174 0.225
H 2.011 -0.617 -1.690
H 2.886 0.779 -1.254
*
```

Below is C27H30BrFN7O4ReS as an isolated structure, with properties calculated with ωB97M-V with the def2-TZVPD basis set.

Results
Orbital gap (spin up / spin down)   4.817 / 5.133 eV
Total energy   -4881.20356 a.u.
ΔE to the lowest compared entry with this formula, charge and spin   0.00 kJ/mol
<S²>   0.771

The geometry in ORCA input format:
```
! RIJCOSX wB97M-V def2-TZVPD def2/J DEFGRID3
* xyz 1 2
Re -0.703 1.053 0.249
Br -2.721 2.011 -0.899
C -3.878 0.510 -0.628
C -5.175 0.575 -1.030
C -5.976 -0.567 -0.812
C -5.438 -1.683 -0.232
C -4.079 -1.722 0.163
C -3.488 -2.886 0.714
C -2.161 -2.918 1.040
C -1.354 -1.778 0.868
C -1.877 -0.586 0.372
C -3.260 -0.586 -0.018
H -5.583 1.457 -1.502
H -7.012 -0.549 -1.118
H -6.050 -2.561 -0.074
H -4.108 -3.762 0.858
H -1.716 -3.825 1.430
H -0.306 -1.852 1.114
N 5.589 0.763 1.192
C 4.501 0.392 1.164
N 3.266 -0.072 1.178
C 2.133 0.146 0.841
N 0.931 0.255 0.664
F 5.032 5.429 -0.191
C 3.722 5.634 -0.243
C 2.891 5.072 0.631
N 1.522 5.311 0.583
C 0.616 4.618 1.456
C 0.154 3.322 0.868
O -0.652 2.548 1.548
O 0.457 2.906 -0.263
C 0.945 6.086 -0.411
O -0.256 6.224 -0.501
N 1.840 6.665 -1.276
C 3.231 6.514 -1.312
O 3.910 7.054 -2.141
H 3.252 4.430 1.422
H -0.282 5.229 1.584
H 1.053 4.451 2.441
H 1.439 7.248 -1.999
C -0.114 -9.028 2.467
C 1.204 -8.278 2.334
C 1.011 -6.842 1.861
C 2.337 -6.142 1.579
N 2.196 -4.799 1.042
C 1.931 -4.461 -0.242
S 1.860 -2.837 -0.693
N 1.760 -5.473 -1.099
C 1.631 -5.358 -2.548
C 2.630 -6.244 -3.280
C 4.087 -5.783 -3.224
C 4.772 -5.901 -1.865
H 0.038 -10.043 2.830
H -0.625 -9.094 1.505
H -0.783 -8.524 3.166
H 1.861 -8.804 1.634
H 1.724 -8.275 3.296
H 0.470 -6.271 2.622
H 0.382 -6.831 0.964
H 2.960 -6.741 0.907
H 2.908 -6.052 2.504
H 2.348 -4.010 1.645
H 1.872 -6.410 -0.746
H 1.776 -4.310 -2.804
H 0.610 -5.629 -2.827
H 2.314 -6.278 -4.325
H 2.549 -7.274 -2.911
H 4.144 -4.747 -3.571
H 4.650 -6.376 -3.948
H 4.406 -5.164 -1.150
H 5.846 -5.745 -1.962
H 4.628 -6.897 -1.437
*
```

Below is a 2-piece molecular cluster, C2H5NO overall, with properties calculated with ωB97M-V with the def2-TZVPD basis set.

Results
Orbital gap (spin up / spin down)   11.222 / 7.567 eV
Total energy   -208.91421 a.u.
ΔE to the lowest compared entry with this formula, charge and spin   808.98 kJ/mol

The geometry in ORCA input format:
```
! RIJCOSX wB97M-V def2-TZVPD def2/J DEFGRID3
* xyz 0 1
C -0.508 0.050 -0.131
C 0.891 0.221 -0.030
N -1.594 0.821 0.127
O -1.363 -0.585 0.637
H -0.124 -2.400 -1.875
H 1.499 0.732 -0.838
H 1.349 -0.783 0.223
H 1.166 0.598 0.974
H -1.316 1.347 0.912
*
```

Below is C6H10O2P as an isolated structure, with properties calculated with ωB97M-V with the def2-TZVPD basis set.

Results
Orbital gap   7.749 eV
Total energy   -726.46591 a.u.
ΔE to the lowest compared entry with this formula, charge and spin   221.12 kJ/mol

The geometry in ORCA input format:
```
! RIJCOSX wB97M-V def2-TZVPD def2/J DEFGRID3
* xyz -1 1
C -0.008 1.029 1.109
C -2.033 0.295 -0.312
C -0.552 0.739 -0.313
C -0.003 -0.693 -0.335
C -0.226 -0.389 1.553
C 1.480 -0.934 -0.654
O -2.497 -2.196 1.084
O -2.856 0.000 2.382
P -2.071 -0.799 1.343
H 0.964 1.376 1.000
H -0.504 1.782 1.576
H -2.623 1.213 -0.167
H -2.282 -0.327 -1.166
H -0.479 1.560 -1.049
H -0.641 -1.580 -0.541
H 0.445 -1.067 2.238
H 2.221 -0.149 -0.630
H 1.702 -1.316 -1.622
H 2.037 -1.677 0.091
*
```